Density functional theory data (wB97M-V/def2-TZVPD) for an isolated molecule of C20H21N3O4 at a distorted geometry.

Calculated values
**SMILES**: N[C@@H](Cc1ccc(O)cc1)C(=O)N[C@@H](Cc1c[nH]c2ccccc12)C(=O)O
**Energy relative to the best compared isomer or geometry (same formula, charge and spin)**: 153.2 kJ/mol
**HOMO-LUMO gap**: 8.265 eV
**Multiplicity**: 1

Last column: Mulliken charge in e.
Atoms and positions in Å:
1 N -1.43 -1.72 0.07  -0.57
2 C -2.37 -0.86 -0.79  0.86
3 C -3.09 0.26 -0.07  -1.39
4 C -2.19 1.17 0.69  0.39
5 C -1.48 2.22 0.11  -0.18
6 C -0.49 2.89 0.83  -0.46
7 C -0.28 2.57 2.19  0.56
8 O 0.82 3.20 2.82  -0.58
9 C -0.99 1.56 2.79  -0.71
10 C -1.98 0.87 2.04  -0.69
11 C -1.60 -0.31 -1.94  0.15
12 O -1.97 0.66 -2.65  -0.81
13 N -0.48 -0.95 -2.31  -0.20
14 C 0.63 -0.17 -2.91  -0.11
15 C 1.97 -0.31 -2.20  -1.30
16 C 1.93 0.03 -0.73  1.08
17 C 2.07 1.23 -0.07  -1.40
18 N 2.09 1.01 1.22  0.12
19 C 1.97 -0.33 1.53  -0.19
20 C 1.96 -0.95 2.80  -1.16
21 C 1.75 -2.33 2.80  -0.39
22 C 1.59 -3.02 1.61  -0.97
23 C 1.56 -2.35 0.36  -0.05
24 C 1.87 -1.00 0.29  0.74
25 C 0.59 -0.57 -4.41  0.42
26 O 1.45 -1.14 -5.03  -0.60
27 O -0.59 -0.29 -4.92  -0.51
28 H -1.97 -2.08 0.86  0.38
29 H -0.82 -1.09 0.62  -0.16
30 H -3.13 -1.54 -1.29  0.30
31 H -3.71 0.78 -0.79  0.53
32 H -3.79 -0.26 0.63  0.41
33 H -1.63 2.45 -0.94  0.50
34 H 0.03 3.76 0.36  0.43
35 H 0.57 3.10 3.77  0.33
36 H -0.90 1.59 3.89  0.31
37 H -2.53 0.09 2.56  0.32
38 H -0.14 -1.77 -1.80  0.29
39 H 0.30 0.89 -2.89  0.43
40 H 2.59 0.34 -2.74  0.52
41 H 2.27 -1.34 -2.41  0.40
42 H 2.22 2.21 -0.36  0.66
43 H 2.04 1.67 1.97  0.34
44 H 2.01 -0.46 3.74  0.46
45 H 1.64 -2.77 3.79  0.36
46 H 1.42 -4.12 1.63  0.33
47 H 1.42 -3.00 -0.48  0.40
48 H -1.17 0.19 -4.26  0.42

=====

Density functional theory data (wB97M-V/def2-TZVPD) for a structure of composition C16H15BF4N6OS3Tc at a distorted geometry.

Calculated values
**Energy relative to the best compared isomer or geometry (same formula, charge and spin)**: 0.0 kJ/mol
**HOMO-LUMO gap (alpha / beta)**: 6.273 / 6.330 eV
**Multiplicity**: 2

Last column: Mulliken spin population.
Atoms and positions in Å:
1 Tc -0.99 -0.95 -0.30  0.73
2 N -1.42 -5.32 -0.11  0.04
3 C -1.13 -4.01 -0.15  0.06
4 S -2.38 -2.83 -0.10  0.00
5 N 0.15 -3.67 -0.19  0.05
6 N 0.34 -2.36 -0.29  0.14
7 C 1.71 -1.98 -0.08  -0.01
8 C 1.87 -1.20 1.21  0.00
9 C 3.17 -1.08 1.71  0.00
10 C 3.44 -0.43 2.90  0.00
11 C 2.37 0.11 3.62  0.00
12 C 1.08 0.00 3.15  -0.01
13 C 0.80 -0.64 1.94  0.02
14 O -0.49 -0.67 1.56  0.01
15 H -2.37 -5.62 -0.09  0.00
16 H -0.67 -5.99 -0.16  0.00
17 H 2.31 -2.89 -0.01  0.00
18 H 3.98 -1.51 1.14  0.00
19 H 4.45 -0.34 3.25  0.00
20 H 2.56 0.62 4.56  0.00
21 H 0.25 0.41 3.70  0.00
22 C 3.70 2.93 -1.51  0.00
23 S 3.97 1.15 -1.59  0.00
24 C 2.38 0.54 -1.22  0.00
25 S 2.34 -1.18 -1.61  0.01
26 N 1.50 1.35 -0.78  0.00
27 N 0.19 0.95 -0.56  -0.05
28 C -0.54 1.97 -0.35  0.01
29 C -1.97 1.86 -0.09  0.00
30 C -2.77 2.98 0.06  0.01
31 C -4.13 2.81 0.26  0.00
32 C -4.64 1.52 0.31  0.00
33 C -3.77 0.45 0.16  -0.01
34 N -2.47 0.62 -0.03  -0.01
35 H 4.63 3.39 -1.83  0.00
36 H 3.46 3.23 -0.49  0.00
37 H 2.89 3.21 -2.18  0.00
38 H -0.09 2.96 -0.38  0.00
39 H -2.33 3.97 0.00  0.00
40 H -4.78 3.66 0.37  0.00
41 H -5.70 1.34 0.45  0.00
42 H -4.13 -0.57 0.19  0.00
43 F -1.48 -0.83 -2.33  -0.01
44 B -1.34 0.30 -3.36  0.00
45 F -2.09 1.35 -2.85  0.00
46 F -1.85 -0.21 -4.52  0.00
47 F 0.00 0.60 -3.41  0.00

=====

Density functional theory data (wB97M-V/def2-TZVPD) for the ion C5H12NS with charge +1 at a distorted geometry.

Calculated values
**SMILES**: CC1(C)S[N+]1(C)C
**Net charge**: +1
**Energy relative to the best compared isomer or geometry (same formula, charge and spin)**: 306.5 kJ/mol
**HOMO-LUMO gap**: 9.886 eV
**Multiplicity**: 1

Last column: Mulliken charge in e.
Atoms and positions in Å:
1 C 0.01 -1.94 -0.59  -1.08
2 C 0.49 -0.53 -0.54  0.40
3 C 1.93 -0.37 0.22  -1.27
4 S -0.01 0.52 -1.89  -0.06
5 N -0.48 0.62 -0.17  0.42
6 C 0.05 1.86 0.41  -0.95
7 C -1.88 0.48 0.21  -0.85
8 H -0.89 -2.01 0.04  0.30
9 H 0.69 -2.53 0.01  0.41
10 H 0.05 -2.33 -1.67  0.32
11 H 1.86 -0.50 1.43  0.30
12 H 2.40 0.61 0.10  0.41
13 H 2.43 -1.23 -0.19  0.45
14 H -0.62 2.63 0.15  0.33
15 H 0.03 1.52 1.44  0.48
16 H 1.01 2.11 0.07  0.31
17 H -2.01 -0.23 0.98  0.42
18 H -2.44 1.40 0.51  0.30
19 H -2.62 -0.09 -0.50  0.35

=====

Density functional theory data (wB97M-V/def2-TZVPD) for a structure of composition C13H10ClFeN3O2.

Calculated values
**Net charge**: -1
**HOMO-LUMO gap (alpha / beta)**: 5.873 / 7.011 eV
**Multiplicity**: 6

Last column: Mulliken spin population.
Atoms and positions in Å:
1 Fe -0.05 -0.99 -0.04  3.92
2 O -1.47 2.92 -0.58  0.01
3 C -1.22 1.73 -0.46  -0.04
4 N -0.03 1.09 -0.41  0.03
5 C 1.17 1.73 -0.46  -0.07
6 O 1.42 2.92 -0.57  0.01
7 C 2.35 0.75 -0.35  0.05
8 C 3.63 1.25 -0.17  -0.01
9 C 4.67 0.36 -0.04  0.00
10 C 4.42 -1.00 -0.10  0.01
11 C 3.11 -1.42 -0.30  0.01
12 N 2.10 -0.56 -0.41  -0.01
13 C -2.39 0.76 -0.36  0.01
14 C -3.68 1.24 -0.18  0.00
15 C -4.72 0.34 -0.06  0.00
16 C -4.45 -1.02 -0.14  0.01
17 C -3.14 -1.43 -0.33  0.00
18 N -2.14 -0.56 -0.44  0.03
19 H 3.76 2.33 -0.13  0.00
20 H 5.68 0.72 0.11  0.00
21 H 5.21 -1.74 -0.01  0.00
22 H 2.83 -2.47 -0.36  -0.01
23 H -3.82 2.31 -0.14  0.00
24 H -5.73 0.69 0.09  0.00
25 H -5.24 -1.76 -0.05  0.00
26 H -2.86 -2.47 -0.39  -0.01
27 Cl 0.03 -3.34 -0.54  0.07
28 C 0.03 -0.91 1.91  1.00
29 H 0.70 -1.55 2.49  0.01
30 H -0.18 0.04 2.43  0.00

=====

Density functional theory data (wB97M-V/def2-TZVPD) for a cluster of 9 separate species, C76H160BN8O8 in total at a distorted geometry.

Calculated values
**Net charge**: +7
**Energy relative to the best compared isomer or geometry (same formula, charge and spin)**: 269.0 kJ/mol
**HOMO-LUMO gap**: 9.709 eV
**Multiplicity**: 1

Last column: Mulliken charge in e.
Atoms and positions in Å:
1 O 2.00 0.85 2.46  -0.46
2 C 1.32 0.50 1.54  -0.05
3 O 1.56 0.64 0.24  -0.63
4 B 0.55 -0.10 -0.54  0.57
5 O -0.41 -0.63 0.46  -0.16
6 C -0.05 -0.25 1.67  0.36
7 O -0.56 -0.61 2.70  -0.45
8 O 1.02 -1.22 -1.42  -0.57
9 C 0.63 -1.00 -2.67  0.57
10 O 0.87 -1.62 -3.67  -0.63
11 C -0.04 0.40 -2.72  0.33
12 O -0.15 0.82 -1.47  0.16
13 O -0.40 0.96 -3.71  -0.64
14 C 5.65 2.36 2.33  -1.54
15 C 6.00 2.58 0.84  0.55
16 C 5.06 3.67 0.36  -0.20
17 N 5.17 3.96 -1.16  -0.13
18 C 4.98 2.74 -2.04  -1.85
19 C 3.58 2.10 -1.90  1.46
20 C 2.50 3.12 -2.23  0.07
21 C 2.70 4.45 -1.45  0.18
22 C 4.11 5.00 -1.52  -1.20
23 C 6.50 4.64 -1.41  -0.88
24 H 6.18 1.51 2.76  0.52
25 H 4.64 1.97 2.51  0.16
26 H 5.75 3.34 2.80  0.45
27 H 5.94 1.59 0.39  -0.49
28 H 7.05 2.84 0.77  0.48
29 H 5.28 4.60 0.88  0.79
30 H 4.01 3.41 0.44  -0.41
31 H 5.75 2.03 -1.75  0.71
32 H 5.19 3.15 -3.03  0.46
33 H 3.46 1.63 -0.92  -0.71
34 H 3.55 1.27 -2.60  0.56
35 H 1.47 2.83 -2.03  -0.61
36 H 2.54 3.47 -3.26  0.57
37 H 2.31 4.36 -0.44  -0.56
38 H 2.11 5.22 -1.94  0.68
39 H 4.25 5.85 -0.86  0.39
40 H 4.39 5.34 -2.52  0.47
41 H 7.36 3.99 -1.21  0.35
42 H 6.56 5.46 -0.71  0.42
43 H 6.55 4.85 -2.48  0.45
44 C 0.57 0.97 6.58  -1.25
45 C 1.95 0.40 6.20  -0.02
46 C 1.82 -1.13 5.91  -0.72
47 N 3.15 -1.79 5.52  0.71
48 C 4.29 -1.58 6.55  -0.73
49 C 3.83 -2.04 7.94  -0.39
50 C 3.63 -3.55 7.84  -0.84
51 C 2.51 -3.90 6.88  -0.57
52 C 2.74 -3.31 5.51  -0.79
53 C 3.61 -1.52 4.11  -1.39
54 H 0.42 0.65 7.61  0.45
55 H -0.29 0.61 6.01  -0.08
56 H 0.43 2.05 6.69  0.61
57 H 2.68 0.61 6.98  0.56
58 H 2.36 0.88 5.31  -0.26
59 H 1.20 -1.41 5.06  0.04
60 H 1.34 -1.64 6.75  0.46
61 H 4.50 -0.51 6.67  0.26
62 H 5.17 -2.02 6.11  0.57
63 H 2.96 -1.50 8.33  0.18
64 H 4.71 -1.86 8.57  0.48
65 H 3.38 -4.10 8.75  0.39
66 H 4.56 -4.03 7.52  0.31
67 H 1.56 -3.63 7.36  0.26
68 H 2.44 -4.98 6.77  0.50
69 H 1.96 -3.48 4.77  0.43
70 H 3.64 -3.72 5.03  0.52
71 H 4.50 -2.14 3.98  0.53
72 H 3.86 -0.46 4.07  0.59
73 H 2.87 -1.85 3.39  0.25
74 C -2.51 0.96 10.71  -1.48
75 C -2.42 0.42 9.28  0.13
76 C -3.48 1.04 8.35  -0.93
77 N -4.08 0.22 7.24  0.23
78 C -4.81 -1.00 7.75  -0.59
79 C -5.24 -1.99 6.67  -1.04
80 C -4.10 -2.29 5.66  -0.78
81 C -3.56 -1.01 5.04  0.68
82 C -3.04 -0.10 6.16  -1.00
83 C -5.14 1.07 6.48  -0.95
84 H -3.19 0.38 11.34  0.37
85 H -2.86 2.00 10.72  0.38
86 H -1.53 0.96 11.18  0.42
87 H -2.40 -0.67 9.25  0.42
88 H -1.48 0.76 8.83  -0.16
89 H -3.16 1.97 7.89  0.45
90 H -4.33 1.27 8.99  0.56
91 H -4.16 -1.49 8.47  0.43
92 H -5.63 -0.62 8.37  0.42
93 H -5.54 -2.94 7.11  0.47
94 H -6.11 -1.58 6.15  0.37
95 H -3.28 -2.81 6.16  0.37
96 H -4.46 -2.97 4.88  0.43
97 H -2.75 -1.34 4.39  -0.61
98 H -4.30 -0.59 4.36  0.41
99 H -2.22 -0.51 6.75  0.40
100 H -2.78 0.88 5.75  0.44
101 H -5.54 0.41 5.72  0.47
102 H -4.65 1.98 6.14  0.35
103 H -5.95 1.36 7.15  0.34
104 C 0.69 -5.03 -2.94  -1.38
105 C -0.69 -4.72 -2.33  0.46
106 C -0.63 -4.57 -0.81  -0.38
107 N -2.00 -4.38 -0.17  0.11
108 C -2.78 -3.20 -0.80  0.23
109 C -4.02 -2.81 -0.04  -1.63
110 C -3.74 -2.48 1.42  0.55
111 C -2.95 -3.63 2.06  -0.80
112 C -1.67 -4.02 1.28  -0.39
113 C -2.81 -5.67 -0.25  -0.82
114 H 0.89 -6.10 -2.93  0.47
115 H 1.47 -4.59 -2.30  0.14
116 H 0.77 -4.54 -3.91  0.42
117 H -1.42 -5.43 -2.72  0.40
118 H -1.14 -3.81 -2.73  -0.47
119 H 0.07 -3.76 -0.59  -0.07
120 H -0.21 -5.45 -0.31  0.58
121 H -2.02 -2.42 -0.76  -0.24
122 H -2.94 -3.40 -1.85  0.43
123 H -4.49 -1.94 -0.52  0.43
124 H -4.71 -3.63 -0.30  0.52
125 H -3.12 -1.58 1.46  -0.55
126 H -4.66 -2.29 1.97  0.62
127 H -2.72 -3.39 3.10  0.32
128 H -3.60 -4.50 2.19  0.46
129 H -0.99 -3.17 1.28  -0.04
130 H -1.19 -4.90 1.69  0.60
131 H -3.72 -5.54 0.33  0.50
132 H -2.19 -6.43 0.21  0.25
133 H -3.02 -5.76 -1.31  0.40
134 C -5.40 0.57 -3.22  -0.81
135 C -4.84 1.98 -3.43  0.34
136 C -4.21 2.28 -4.77  -0.65
137 N -3.64 3.71 -4.88  0.06
138 C -2.42 3.82 -3.98  -0.47
139 C -1.70 5.16 -4.03  -0.42
140 C -1.26 5.44 -5.45  -0.75
141 C -2.42 5.31 -6.46  -0.88
142 C -3.17 4.00 -6.32  -0.33
143 C -4.67 4.69 -4.35  -0.95
144 H -6.08 0.53 -2.37  0.49
145 H -4.71 -0.26 -3.03  -0.25
146 H -5.88 0.32 -4.17  0.34
147 H -4.09 2.21 -2.66  -0.35
148 H -5.60 2.69 -3.09  0.38
149 H -4.84 2.09 -5.64  0.65
150 H -3.40 1.56 -4.94  0.27
151 H -1.83 2.97 -4.32  0.42
152 H -2.69 3.56 -2.96  -0.11
153 H -0.83 5.11 -3.38  0.10
154 H -2.32 5.97 -3.65  0.41
155 H -0.41 4.78 -5.64  0.31
156 H -0.88 6.46 -5.50  0.41
157 H -1.95 5.36 -7.44  0.43
158 H -3.07 6.18 -6.40  0.36
159 H -2.61 3.11 -6.59  0.38
160 H -4.15 3.99 -6.80  0.47
161 H -5.67 4.56 -4.76  0.31
162 H -4.29 5.65 -4.69  0.45
163 H -4.67 4.60 -3.27  0.41
164 C -2.60 -1.86 -4.39  -0.70
165 C -3.70 -2.73 -5.06  -0.46
166 C -3.40 -3.05 -6.55  -1.06
167 N -4.36 -3.94 -7.32  0.22
168 C -5.62 -3.27 -7.81  -0.55
169 C -5.35 -2.27 -8.91  -0.47
170 C -4.60 -2.88 -10.11  -0.76
171 C -3.32 -3.54 -9.58  -0.49
172 C -3.65 -4.60 -8.49  -0.59
173 C -4.81 -5.10 -6.46  -1.07
174 H -2.78 -1.75 -3.32  -0.20
175 H -2.68 -0.86 -4.81  0.25
176 H -1.59 -2.24 -4.48  0.65
177 H -4.66 -2.24 -4.89  0.30
178 H -3.80 -3.67 -4.52  0.28
179 H -2.45 -3.59 -6.51  0.33
180 H -3.29 -2.12 -7.10  0.37
181 H -6.08 -2.79 -6.95  0.37
182 H -6.25 -4.07 -8.20  0.47
183 H -4.91 -1.39 -8.44  0.27
184 H -6.32 -2.01 -9.34  0.39
185 H -4.26 -2.11 -10.80  0.36
186 H -5.17 -3.59 -10.71  0.32
187 H -2.68 -2.82 -9.06  0.20
188 H -2.71 -3.95 -10.38  0.47
189 H -2.71 -5.10 -8.25  0.39
190 H -4.29 -5.37 -8.94  0.41
191 H -5.45 -5.80 -7.00  0.48
192 H -5.36 -4.72 -5.61  0.43
193 H -3.96 -5.70 -6.16  0.41
194 C 1.96 4.36 4.07  -1.31
195 C 1.04 4.80 2.90  0.11
196 C -0.36 4.22 3.10  -0.17
197 N -1.39 4.83 2.17  0.08
198 C -2.79 4.24 2.40  -1.04
199 C -2.86 2.81 1.86  -0.36
200 C -2.38 2.63 0.42  -0.28
201 C -1.04 3.34 0.12  1.92
202 C -0.99 4.76 0.71  -1.61
203 C -1.59 6.29 2.53  -0.96
204 H 1.50 4.60 5.03  0.49
205 H 2.84 5.00 4.04  0.43
206 H 2.23 3.31 3.98  0.06
207 H 1.46 4.38 1.98  -0.47
208 H 1.15 5.87 2.77  0.40
209 H -0.70 4.38 4.13  0.84
210 H -0.31 3.15 2.92  -0.19
211 H -3.00 4.26 3.46  0.53
212 H -3.61 4.79 1.93  0.39
213 H -2.17 2.18 2.43  -0.12
214 H -3.85 2.37 1.96  0.70
215 H -2.30 1.59 0.12  0.28
216 H -3.08 3.15 -0.24  0.20
217 H -0.25 2.71 0.53  -1.20
218 H -0.83 3.41 -0.95  0.02
219 H -0.03 5.26 0.62  0.56
220 H -1.70 5.41 0.20  0.49
221 H -0.67 6.83 2.32  0.38
222 H -2.04 6.39 3.51  0.39
223 H -2.34 6.60 1.80  0.51
224 C 9.20 -1.08 -5.32  -1.43
225 C 8.55 -1.88 -4.21  -0.42
226 C 7.33 -1.16 -3.64  -0.66
227 N 6.44 -1.99 -2.74  0.66
228 C 5.32 -1.09 -2.22  -0.84
229 C 4.41 -1.64 -1.11  1.72
230 C 5.25 -2.23 0.04  -0.68
231 C 6.29 -3.23 -0.48  -1.10
232 C 7.18 -2.62 -1.57  -0.81
233 C 5.76 -3.15 -3.45  -1.06
234 H 9.52 -0.11 -4.93  0.36
235 H 8.53 -0.86 -6.15  0.37
236 H 10.13 -1.52 -5.69  0.40
237 H 9.27 -2.16 -3.43  0.40
238 H 8.28 -2.85 -4.64  0.34
239 H 6.71 -0.90 -4.49  0.29
240 H 7.64 -0.31 -3.04  0.32
241 H 5.84 -0.27 -1.71  -0.05
242 H 4.91 -0.60 -3.10  0.68
243 H 3.84 -0.79 -0.75  -1.11
244 H 3.68 -2.38 -1.44  0.06
245 H 5.69 -1.36 0.53  0.16
246 H 4.59 -2.65 0.80  0.55
247 H 6.81 -3.55 0.42  0.48
248 H 5.86 -4.13 -0.92  0.37
249 H 7.81 -1.80 -1.20  0.45
250 H 7.90 -3.31 -2.00  0.53
251 H 5.50 -2.89 -4.47  0.39
252 H 4.96 -3.49 -2.81  0.38
253 H 6.42 -4.02 -3.41  0.38

=====

Density functional theory data (wB97M-V/def2-TZVPD) for a cluster of 2 separate species, C11H17INO3P2 in total at a distorted geometry.

Calculated values
**Net charge**: -1
**Energy relative to the best compared isomer or geometry (same formula, charge and spin)**: 78.1 kJ/mol
**HOMO-LUMO gap**: 6.885 eV
**Multiplicity**: 1

Last column: Mulliken charge in e.
Atoms and positions in Å:
1 C 3.26 0.61 1.21  -0.96
2 C 2.35 -0.47 1.91  -0.51
3 C 0.96 -0.72 1.20  -0.66
4 C -0.19 0.32 1.68  0.09
5 C -1.66 -0.25 1.44  -1.20
6 P 0.15 1.94 0.79  0.02
7 C -1.45 2.75 0.19  0.54
8 O -2.18 3.43 0.93  -0.61
9 O -1.79 2.61 -1.06  -0.72
10 P 1.02 3.28 2.30  0.08
11 O 1.42 4.64 1.35  -0.50
12 I -0.65 3.88 4.02  -0.21
13 H 3.25 1.60 1.74  0.17
14 H 3.02 0.76 0.13  0.29
15 H 4.32 0.25 1.29  0.34
16 H 2.25 -0.25 3.00  0.32
17 H 2.92 -1.44 1.84  0.31
18 H 0.64 -1.78 1.39  0.39
19 H 1.06 -0.54 0.10  0.26
20 H -0.07 0.48 2.79  0.43
21 H -1.73 -0.76 0.43  0.05
22 H -2.45 0.53 1.55  0.39
23 H -1.91 -1.04 2.20  0.41
24 H 1.59 5.40 1.92  0.31
25 N -0.91 -1.69 -1.68  -0.16
26 C -1.69 -1.02 -2.54  -0.09
27 C -2.04 -1.50 -3.80  -0.75
28 C -1.56 -2.74 -4.18  -0.11
29 C -0.75 -3.45 -3.31  -0.67
30 C -0.46 -2.88 -2.08  -0.12
31 H -2.04 -0.06 -2.19  0.41
32 H -2.68 -0.92 -4.45  0.37
33 H -1.82 -3.15 -5.16  0.36
34 H -0.35 -4.42 -3.58  0.35
35 H 0.17 -3.40 -1.37  0.37